Run A
A 2-piece molecular cluster, H5N2PS2 overall. Source: the Open Molecules 2025 dataset; level of theory: ωB97M-V/def2-TZVPD.

```
! RIJCOSX wB97M-V def2-TZVPD def2/J DEFGRID3
* xyz 0 1
N -0.107 0.546 -0.348
N 1.351 -1.548 0.167
P 1.345 0.118 -0.052
S 3.096 0.838 0.166
S -3.240 1.178 0.174
H -0.375 1.484 -0.572
H 2.260 -1.840 -0.114
H 0.667 -2.225 -0.153
H -2.344 0.688 -0.548
H -2.652 0.762 1.280
*
```

Values from the calculation:
E_HOMO: -9.57 eV
LUMO level: 0.339 eV

Run B
A 2-piece molecular cluster, H5N2PS2 overall. Source: the Open Molecules 2025 dataset; level of theory: ωB97M-V/def2-TZVPD.

```
! RIJCOSX wB97M-V def2-TZVPD def2/J DEFGRID3
* xyz 0 1
N -1.999 0.513 -0.810
N 0.493 0.009 1.627
P 0.745 0.030 0.034
S 2.242 1.264 -0.212
S 0.935 -1.956 -0.532
H -1.601 1.459 -0.771
H -0.159 -0.710 1.884
H 0.786 0.607 2.320
H -2.005 0.207 -1.744
H 0.564 -1.423 -1.796
*
```

Values from the calculation:
E_HOMO: -8.38 eV
LUMO level: -1.939 eV

It is run A that is the most stable of them.

Run A
One molecule with the formula C6H7F. Source: the Open Molecules 2025 dataset; level of theory: ωB97M-V/def2-TZVPD.

```
! RIJCOSX wB97M-V def2-TZVPD def2/J DEFGRID3
* xyz 0 1
C 2.956 -1.108 -0.265
C 1.937 -0.441 -0.196
C 0.516 0.062 -0.211
C 0.364 1.681 -0.273
C -0.566 -0.784 -0.069
C -1.936 -0.292 0.352
F -2.974 -0.788 -0.675
H 3.615 -2.161 -0.060
H -0.782 1.758 -0.807
H 1.470 2.148 -0.707
H 0.046 1.962 0.962
H -0.305 -1.935 0.152
H -1.940 0.889 0.448
H -2.401 -0.990 1.349
*
```

Values from the calculation:
E_HOMO: -9.41 eV
Structure (SMILES): C#C/C(C)=C/CF
LUMO level: 0.089 eV

Run B
A 2-piece molecular cluster, C6H7F overall. Source: the Open Molecules 2025 dataset; level of theory: ωB97M-V/def2-TZVPD.

```
! RIJCOSX wB97M-V def2-TZVPD def2/J DEFGRID3
* xyz 0 1
C -1.408 0.107 -0.079
C -3.271 -1.201 0.062
C 1.863 -1.548 -0.106
C 0.986 -0.536 0.001
C -0.446 -0.790 -0.013
C -1.431 1.565 -0.064
F -4.333 -0.502 0.207
H 2.942 -1.384 0.088
H 1.709 -2.513 0.048
H 1.347 0.485 0.044
H -0.585 -1.815 0.007
H -2.202 2.155 0.618
H -1.602 1.879 -1.198
H -0.420 1.977 0.156
*
```

Values from the calculation:
E_HOMO (spin up / spin down): -8.19 / -8.19 eV
LUMO level (spin up / spin down): -0.344 / -0.344 eV

It is run A that is the most stable of them.

Run A
A 2-piece molecular cluster, C2H5N2O2 overall. Source: the Open Molecules 2025 dataset; level of theory: ωB97M-V/def2-TZVPD.

```
! RIJCOSX wB97M-V def2-TZVPD def2/J DEFGRID3
* xyz -1 1
N 0.401 -0.650 0.386
C 1.701 -0.409 0.307
N 2.606 -1.120 0.905
H 0.096 -1.256 1.131
H -0.354 -0.019 -0.006
H 2.010 0.364 -0.396
H 3.505 -0.682 0.717
O -1.248 0.987 -0.919
C -2.502 0.930 -0.745
O -3.171 0.040 -0.215
H -3.043 1.816 -1.165
*
```

Values from the calculation:
E_HOMO: -4.80 eV
LUMO level: 4.208 eV

Run B
A 2-piece molecular cluster, C2H5N2O2 overall. Source: the Open Molecules 2025 dataset; level of theory: ωB97M-V/def2-TZVPD.

```
! RIJCOSX wB97M-V def2-TZVPD def2/J DEFGRID3
* xyz -1 1
N -0.596 0.773 0.385
C -0.051 1.282 -0.800
N -0.681 2.041 -1.672
H -1.590 0.687 0.825
H 0.048 0.242 0.959
H 0.838 0.803 -1.075
H -0.234 1.946 -2.615
O -0.689 -2.084 0.789
C 0.550 -1.936 1.030
O 1.224 -0.891 1.323
H 1.180 -2.863 0.851
*
```

Values from the calculation:
E_HOMO: -4.41 eV
LUMO level: 4.409 eV

It is run A that is the most stable of them.

Run A
An isolated ion of composition C4H9N2 and charge +1. Source: the Open Molecules 2025 dataset; level of theory: ωB97M-V/def2-TZVPD.

```
! RIJCOSX wB97M-V def2-TZVPD def2/J DEFGRID3
* xyz 1 3
C -0.437 0.568 -0.124
C 2.089 -0.408 0.437
C 1.066 -1.504 0.247
C -1.782 -0.027 -0.353
N 0.593 -0.177 -0.012
N -0.453 1.855 0.029
H 2.363 -0.179 1.467
H 2.729 -0.060 -0.416
H 0.887 -2.299 -0.523
H 0.690 -1.818 1.159
H -2.575 0.408 0.317
H -2.235 0.239 -1.329
H -1.669 -1.073 -0.215
H -1.347 2.333 0.010
H 0.440 2.402 -0.136
*
```

Values from the calculation:
⟨S²⟩: 2.008
E_HOMO (spin up / spin down): -9.69 / -16.02 eV
LUMO level (spin up / spin down): -2.954 / -8.073 eV

Run B
A 2-piece molecular cluster, C4H9N2 overall. Source: the Open Molecules 2025 dataset; level of theory: ωB97M-V/def2-TZVPD.

```
! RIJCOSX wB97M-V def2-TZVPD def2/J DEFGRID3
* xyz 1 3
C -0.015 -2.610 0.433
C -0.148 0.795 0.149
C -0.798 1.766 1.042
C 0.440 1.291 -1.130
N -0.177 -0.477 0.494
N 0.590 -3.267 -0.451
H -0.727 1.564 2.135
H -1.963 1.805 0.878
H -0.408 2.742 0.798
H 1.530 1.424 -1.104
H 0.123 2.237 -1.435
H 0.293 0.373 -1.830
H -0.689 -0.514 1.413
H 0.748 -4.289 -0.261
H 1.202 -2.840 -1.130
*
```

Values from the calculation:
⟨S²⟩: 2.020
E_HOMO (spin up / spin down): -12.36 / -15.42 eV
LUMO level (spin up / spin down): -4.128 / -7.366 eV

It is run A that is the most stable of them.

Run A
A 2-piece molecular cluster, C7H13NOS overall. Source: the Open Molecules 2025 dataset; level of theory: ωB97M-V/def2-TZVPD.

```
! RIJCOSX wB97M-V def2-TZVPD def2/J DEFGRID3
* xyz 0 1
C 0.445 0.499 -1.397
C 0.976 -1.353 2.181
C 0.298 -1.581 0.811
C 1.098 0.135 2.419
C -0.610 -0.277 0.633
C -1.915 -0.529 0.089
C -0.335 2.365 -2.792
N 1.190 -0.344 -1.872
O -0.205 1.654 -1.521
S -0.540 0.812 1.971
H 0.384 -1.887 2.944
H 1.998 -1.697 2.546
H 0.968 -1.781 -0.042
H -0.430 -2.324 0.777
H 1.315 0.324 3.457
H 1.855 0.719 1.862
H -2.519 0.237 -0.176
H -2.560 -1.081 0.777
H -1.944 -1.206 -0.881
H -1.282 1.946 -3.067
H 0.433 2.223 -3.512
H -0.406 3.440 -2.521
H 1.785 -0.296 -2.687
*
```

Values from the calculation:
E_HOMO (spin up / spin down): -6.64 / -6.64 eV
LUMO level (spin up / spin down): 0.809 / 0.809 eV

Run B
One molecule with the formula C7H13NOS. Source: the Open Molecules 2025 dataset; level of theory: ωB97M-V/def2-TZVPD.

```
! RIJCOSX wB97M-V def2-TZVPD def2/J DEFGRID3
* xyz 0 1
O 3.049 -1.986 -1.098
C 2.386 -1.230 -0.408
C 1.634 0.033 -0.904
C 0.559 0.140 0.171
C -0.377 1.339 0.198
C -1.658 1.071 -0.601
C -2.655 0.161 0.135
S -2.865 -1.513 -0.570
C 1.441 -0.159 1.384
N 2.134 -1.416 0.994
H 1.286 -0.198 -1.901
H 2.311 0.880 -0.870
H -0.060 -0.749 0.033
H 0.090 2.215 -0.240
H -0.655 1.541 1.228
H -2.146 2.018 -0.802
H -1.406 0.609 -1.549
H -3.643 0.596 0.067
H -2.404 0.043 1.182
H -1.702 -1.625 -1.221
H 2.237 0.581 1.346
H 0.985 -0.179 2.361
H 1.460 -2.172 1.066
*
```

Values from the calculation:
E_HOMO: -9.28 eV
Structure (SMILES): O=C1C[C@H](CCCS)CN1
LUMO level: 0.736 eV

It is run B that is the most stable of them.

Run A
A 2-piece molecular cluster, C3H9NO overall. Source: the Open Molecules 2025 dataset; level of theory: ωB97M-V/def2-TZVPD.

```
! RIJCOSX wB97M-V def2-TZVPD def2/J DEFGRID3
* xyz 1 2
C -2.419 1.966 -0.684
N -2.204 3.204 -0.554
H -3.453 1.629 -0.764
H -1.617 1.193 -0.638
H -1.202 3.334 -0.772
H 2.635 -0.272 -0.147
C 1.624 -1.815 0.537
O 2.795 -1.049 0.418
C 0.348 -0.981 0.346
H 1.731 -2.561 -0.270
H 1.648 -2.268 1.537
H 0.207 -0.737 -0.697
H -0.483 -1.576 0.751
H 0.391 -0.066 0.937
*
```

Values from the calculation:
⟨S²⟩: 0.757
E_HOMO (spin up / spin down): -15.63 / -13.01 eV
LUMO level (spin up / spin down): -3.200 / -10.685 eV

Run B
A 2-piece molecular cluster, C3H9NO overall. Source: the Open Molecules 2025 dataset; level of theory: ωB97M-V/def2-TZVPD.

```
! RIJCOSX wB97M-V def2-TZVPD def2/J DEFGRID3
* xyz 1 2
C 0.610 1.191 0.233
C -0.451 0.188 0.095
C -1.829 0.321 0.074
N -2.656 -0.759 0.363
H 0.878 1.218 1.254
H 0.524 2.180 -0.096
H 1.587 0.934 -0.344
H -0.109 -0.800 -0.292
H -2.226 1.177 -0.437
H -3.601 -0.487 0.275
H -2.416 -1.356 1.106
H 2.808 -1.859 -1.031
H 3.900 -1.051 -0.415
O 2.980 -0.897 -0.784
*
```

Values from the calculation:
⟨S²⟩: 0.759
E_HOMO (spin up / spin down): -14.59 / -14.83 eV
LUMO level (spin up / spin down): -4.533 / -7.067 eV

It is run B that is the most stable of them.